Entry 1:
DFT (ωB97M-V with the def2-TZVPD basis set) results for a 5-piece molecular cluster, C22H43BFO16 overall.

CARTESIAN COORDINATES (ANGSTROEM)
1 C 7.3596 -1.0052 1.6038
2 C 7.8089 0.4481 1.5313
3 O 6.7599 1.3760 1.3373
4 C 5.6381 1.1881 2.1517
5 C 4.9017 2.4757 2.4736
6 O 3.6935 2.0129 3.0162
7 B 3.5615 0.5738 2.5960
8 C 2.0847 0.2607 1.9127
9 C 1.6000 -1.0899 2.2335
10 O 1.0994 -1.5012 3.2264
11 F 1.7692 -2.0032 1.1904
12 O 4.6523 0.4104 1.5666
13 H 6.9398 -1.2517 2.5787
14 H 6.5752 -1.1878 0.8705
15 H 8.2118 -1.6642 1.4261
16 H 8.3862 0.7216 2.4257
17 H 8.4720 0.5764 0.6731
18 H 5.9284 0.7383 3.1218
19 H 4.7315 3.0322 1.5372
20 H 5.4552 3.1169 3.1688
21 H 3.7774 -0.1997 3.5422
22 H 1.3546 0.9716 2.3025
23 H 2.1714 0.3881 0.8325
24 C 10.1137 -0.2197 -4.9252
25 C 10.2440 1.2707 -5.1514
26 O 9.0412 1.9696 -4.7990
27 C 8.8769 2.1896 -3.4872
28 O 9.6584 1.8796 -2.6245
29 O 7.7094 2.7914 -3.3125
30 C 7.3559 3.0421 -1.9409
31 H 9.2440 -0.6092 -5.4554
32 H 11.0043 -0.7312 -5.2925
33 H 10.0005 -0.4400 -3.8649
34 H 10.3895 1.4954 -6.2070
35 H 11.0803 1.6851 -4.5889
36 H 8.1549 3.5751 -1.4310
37 H 7.1444 2.1111 -1.4184
38 H 6.4589 3.6516 -1.9766
39 C -2.1566 -2.0762 1.4030
40 C -1.2844 -2.1256 0.1713
41 O -1.9225 -2.8854 -0.8882
42 C -2.8918 -2.2717 -1.5358
43 O -3.3100 -1.1549 -1.3360
44 O -3.3732 -3.0976 -2.4737
45 C -4.4577 -2.5600 -3.2315
46 H -2.4322 -3.0840 1.7162
47 H -1.6264 -1.5915 2.2224
48 H -3.0665 -1.5193 1.1913
49 H -0.3527 -2.6451 0.3690
50 H -1.0469 -1.1266 -0.1924
51 H -4.1929 -1.5933 -3.6552
52 H -5.3431 -2.4489 -2.6060
53 H -4.6475 -3.2803 -4.0219
54 C -8.0323 -4.7896 4.8799
55 C -7.8324 -3.3059 5.0974
56 O -6.7367 -2.7978 4.3207
57 C -7.0088 -2.5590 3.0365
58 O -8.0778 -2.7117 2.5004
59 O -5.8941 -2.1381 2.4487
60 C -6.0182 -1.8632 1.0507
61 H -7.1055 -5.3295 5.0764
62 H -8.8031 -5.1631 5.5548
63 H -8.3420 -4.9912 3.8554
64 H -7.5531 -3.0953 6.1281
65 H -8.7346 -2.7432 4.8591
66 H -6.8405 -1.1774 0.8562
67 H -6.1794 -2.7880 0.4970
68 H -5.0809 -1.4126 0.7428
69 C -4.8442 1.6170 -1.8528
70 C -5.1080 2.8097 -0.9669
71 O -5.7713 3.8782 -1.6799
72 C -7.0782 3.7307 -1.8432
73 O -7.7598 2.8222 -1.4405
74 O -7.5311 4.7704 -2.5554
75 C -8.9303 4.7249 -2.8380
76 H -4.2856 1.9183 -2.7404
77 H -4.2623 0.8662 -1.3208
78 H -5.7804 1.1588 -2.1734
79 H -4.1787 3.2572 -0.6212
80 H -5.7085 2.5412 -0.0985
81 H -9.5055 4.5905 -1.9243
82 H -9.1539 3.9118 -3.5275
83 H -9.1673 5.6800 -3.2973

Calculated values
Total charge: -1
HOMO energy: -4.914 eV
Kohn-Sham gap: 6.98 eV
LUMO energy: 2.07 eV

Entry 2:
DFT (ωB97M-V with the def2-TZVPD basis set) results for an isolated ion of composition C22H43FI2N3OS and charge +1.

CARTESIAN COORDINATES (ANGSTROEM)
1 C 0.0174 -3.3647 -0.1361
2 C 0.0314 -2.1039 -0.9936
3 O -0.0572 -0.8971 -0.2246
4 C 1.1268 -0.2174 -0.0134
5 C 1.9201 -0.9100 1.1255
6 N 3.0075 0.0129 1.6235
7 F 2.4266 0.7052 2.7131
8 S 4.4428 -0.7553 2.2899
9 C 3.3577 1.1067 0.6250
10 C 4.0967 0.5817 -0.6371
11 C 4.2402 -0.9073 -0.9952
12 C 4.6688 -1.0433 -2.4645
13 N 3.4864 -1.2599 -3.3049
14 C 2.0575 1.9516 0.4127
15 C 2.3229 2.9877 -0.7254
16 I 1.2260 2.5356 -2.5086
17 C 2.0740 4.4385 -0.3102
18 C 0.6977 4.7686 0.2305
19 I 3.6099 4.9777 1.0994
20 N 0.8475 1.1545 0.3067
21 C -0.2050 1.3592 1.3206
22 C -1.4635 2.0702 0.7970
23 C -2.6794 1.1933 0.4648
24 C -2.5897 0.5188 -0.9201
25 C -3.0063 0.1900 1.5736
26 C -4.4616 -0.3449 1.5151
27 C -4.5901 -1.8415 1.4232
28 C -5.1209 -2.5392 0.4182
29 C -5.3646 -4.0197 0.5477
30 C -5.4986 -1.9278 -0.9117
31 H -0.9976 -3.7105 0.0443
32 H 0.5569 -4.1651 -0.6424
33 H 0.4973 -3.2044 0.8295
34 H 0.9058 -2.0663 -1.6522
35 H -0.8437 -2.0930 -1.6414
36 H 1.7273 -0.2242 -0.9296
37 H 2.3924 -1.8278 0.7874
38 H 1.2781 -1.1192 1.9782
39 H 3.7879 -1.8833 2.6105
40 H 4.0242 1.7662 1.1818
41 H 5.1095 0.9831 -0.5981
42 H 3.6222 1.0565 -1.4943
43 H 4.9698 -1.3983 -0.3546
44 H 3.3008 -1.4519 -0.9263
45 H 5.2259 -0.1453 -2.7592
46 H 5.3497 -1.8844 -2.5744
47 H 3.7581 -1.6434 -4.2031
48 H 3.0392 -0.3730 -3.5190
49 H 1.9650 2.5646 1.3080
50 H 3.3594 2.9382 -1.0451
51 H 2.2674 5.0608 -1.1798
52 H -0.0412 4.6863 -0.5668
53 H 0.6813 5.7904 0.6038
54 H 0.4110 4.1260 1.0611
55 H -0.4838 0.3890 1.7315
56 H 0.2075 1.9275 2.1575
57 H -1.2062 2.6541 -0.0867
58 H -1.7707 2.7914 1.5598
59 H -3.5270 1.8829 0.4171
60 H -1.6910 0.8334 -1.4526
61 H -2.5165 -0.5636 -0.8171
62 H -3.4603 0.7416 -1.5338
63 H -2.3232 -0.6625 1.5132
64 H -2.8479 0.6760 2.5416
65 H -4.9806 -0.0384 2.4258
66 H -5.0034 0.1163 0.6883
67 H -4.2604 -2.3997 2.2975
68 H -6.3554 -4.2624 0.1615
69 H -5.2994 -4.3467 1.5834
70 H -4.6522 -4.6038 -0.0427
71 H -4.6318 -1.4898 -1.4024
72 H -6.2651 -1.1570 -0.8226
73 H -5.9001 -2.6902 -1.5786

Calculated values
SMILES: CCO[C@@H]1C[N@@+](F)(S)[C@@H](CCCN)[C@@H]([C@@H](I)[C@@H](C)I)N1CC[C@@H](C)CCC=C(C)C
Total charge: +1
HOMO energy: -10.488 eV
Kohn-Sham gap: 6.83 eV
LUMO energy: -3.65 eV

Entry 3:
DFT (ωB97M-V with the def2-TZVPD basis set) results for C22H43N2OP3Tc as an isolated structure.

CARTESIAN COORDINATES (ANGSTROEM)
1 Tc -0.2603 0.3836 -0.4231
2 P 0.4811 -1.7746 -0.2610
3 P 1.0689 0.8346 -2.2562
4 P -2.1341 -0.6008 -1.2525
5 H -1.0375 2.6732 1.1835
6 C -1.5695 1.7380 0.9349
7 C -1.3633 0.5559 1.6894
8 H -0.6833 0.5238 2.5406
9 C 2.0202 -2.1864 0.6483
10 C 0.8950 -2.6561 -1.8265
11 C -0.7044 -2.8993 0.5793
12 C 0.9937 2.6492 -2.4868
13 C 2.8832 0.5324 -2.2528
14 C 0.5717 0.2367 -3.9094
15 C -3.4835 -1.1813 -0.1277
16 C -2.2374 -1.8883 -2.5814
17 C -3.1462 0.6095 -2.1499
18 H -2.5550 1.9270 0.4880
19 H -2.1333 -0.2107 1.7807
20 H 1.8568 -2.1519 1.7348
21 H 2.8469 -1.5177 0.3721
22 H 2.2667 -3.2143 0.3451
23 H 1.6468 -2.1184 -2.4211
24 H 0.0183 -2.8563 -2.4494
25 H 1.3204 -3.6109 -1.4952
26 H -1.0636 -2.4121 1.4988
27 H -0.1173 -3.7914 0.8393
28 H -1.5569 -3.1807 -0.0585
29 H 0.7977 2.7732 -3.5705
30 H 1.9885 3.0848 -2.2107
31 H 0.1744 3.0889 -1.8706
32 H 3.2792 0.7483 -3.2564
33 H 3.1383 -0.5051 -1.9916
34 H 3.3725 1.2115 -1.5415
35 H 1.2683 0.6851 -4.6279
36 H -0.4412 0.5724 -4.1628
37 H 0.6282 -0.8565 -4.0045
38 H -4.3640 -1.4148 -0.7447
39 H -3.7624 -0.3836 0.5708
40 H -3.2165 -2.0711 0.4522
41 H -3.2627 -1.8760 -2.9771
42 H -2.0304 -2.9173 -2.2714
43 H -1.5686 -1.6437 -3.4144
44 H -4.1797 0.2671 -2.2593
45 H -2.7218 0.8276 -3.1326
46 H -3.1689 1.5469 -1.6045
47 C -3.3079 4.0582 -2.4621
48 C -2.9310 5.2173 -3.1502
49 C -3.8699 6.2430 -3.2332
50 C -5.1890 6.0506 -2.7859
51 C -5.5787 4.8191 -2.2507
52 C -4.6373 3.7972 -2.0870
53 O -2.2948 3.2236 -2.0312
54 H -1.5389 3.1540 -2.6809
55 H -1.9013 5.3062 -3.5099
56 H -3.5301 7.1925 -3.6426
57 H -5.9023 6.8808 -2.8371
58 H -6.6130 4.6792 -1.9279
59 H -4.9340 2.8327 -1.6854
60 N 4.7316 2.2802 3.2677
61 C 3.6065 1.9962 2.5379
62 C 2.8281 0.8590 2.8577
63 C 1.6877 0.6182 2.1077
64 N 1.3696 1.2807 0.9698
65 C 2.0679 2.4064 0.7238
66 C 3.1789 2.7983 1.4570
67 H 4.9826 1.7239 4.0831
68 H 5.2684 3.1245 3.0889
69 H 3.0643 0.1933 3.6993
70 H 0.9700 -0.1424 2.4346
71 H 1.7164 3.0318 -0.0889
72 H 3.6962 3.7250 1.2205

Calculated values
Spin multiplicity: 4
Total charge: +4
HOMO energy (spin up / spin down): -19.028 / -18.953 eV
⟨S²⟩: 3.791
Kohn-Sham gap (spin up / spin down): 5.52 / 4.56 eV
LUMO energy (spin up / spin down): -13.51 / -14.39 eV

Entry 4:
DFT (ωB97M-V with the def2-TZVPD basis set) results for C22H43N2OP3Tl as an isolated structure.

CARTESIAN COORDINATES (ANGSTROEM)
1 Tl 0.0468 -0.1938 -0.1360
2 P 1.9903 -1.3249 2.4737
3 P 1.8784 2.0160 0.3439
4 P -0.7523 -2.7573 0.1094
5 H -0.1223 2.1428 -7.1847
6 C -1.0583 1.5920 -6.9568
7 C -2.0281 2.0769 -6.1611
8 H -2.0999 3.1494 -5.9269
9 C 3.5007 -2.2040 1.8908
10 C 2.7742 -0.0406 3.5413
11 C 1.3856 -2.5645 3.7049
12 C 1.3565 3.2781 -0.8649
13 C 2.0813 3.1218 1.7776
14 C 3.6117 1.8049 -0.2932
15 C -2.1184 -2.7070 -1.1173
16 C -1.6819 -3.6156 1.4387
17 C 0.3614 -4.0151 -0.5792
18 H -1.1902 0.6662 -7.5594
19 H -2.9101 1.4642 -5.9128
20 H 4.1157 -2.5648 2.7238
21 H 4.0810 -1.5227 1.2607
22 H 3.1873 -3.0461 1.2655
23 H 3.4810 -0.4397 4.2752
24 H 1.9822 0.5047 4.0631
25 H 3.2978 0.6754 2.9010
26 H 2.1040 -3.3776 3.8432
27 H 0.4550 -2.9915 3.3185
28 H 1.1615 -2.0996 4.6672
29 H 1.9462 4.1806 -0.6691
30 H 0.2895 3.4834 -0.7447
31 H 1.5197 2.9392 -1.8915
32 H 2.9618 3.7513 1.6474
33 H 2.1713 2.5608 2.7064
34 H 1.2020 3.7601 1.8598
35 H 4.0787 2.7952 -0.3572
36 H 3.5587 1.3481 -1.2896
37 H 4.1895 1.1504 0.3703
38 H -2.7081 -3.6290 -0.9914
39 H -1.7639 -2.6283 -2.1540
40 H -2.7651 -1.8421 -0.8974
41 H -2.4467 -4.2416 0.9674
42 H -2.1776 -2.8730 2.0739
43 H -1.0331 -4.2475 2.0498
44 H -0.2167 -4.8386 -1.0133
45 H 1.0100 -4.3937 0.2184
46 H 0.9887 -3.5634 -1.3574
47 C -1.0137 1.0381 -3.0841
48 C 0.2356 0.5269 -3.5370
49 C 0.2704 -0.6052 -4.3156
50 C -0.8948 -1.1535 -4.8513
51 C -2.1467 -0.5867 -4.6040
52 C -2.1957 0.5766 -3.8326
53 O -1.0007 1.7641 -2.0241
54 H 1.3548 -0.2955 -1.4597
55 H 1.0914 1.0072 -3.1109
56 H 1.1937 -1.1286 -4.5436
57 H -0.8385 -2.0149 -5.5263
58 H -3.0138 -1.0485 -5.0775
59 H -3.0843 1.2174 -3.7466
60 N -3.3244 2.3447 5.2657
61 C -2.5823 1.8246 4.2546
62 C -2.2099 0.4547 4.3125
63 C -1.5279 -0.0607 3.2104
64 N -1.2187 0.7083 2.1344
65 C -1.6024 2.0105 2.0720
66 C -2.2500 2.6419 3.1403
67 H -3.6340 1.7951 6.0591
68 H -3.6833 3.2888 5.2610
69 H -2.4891 -0.1585 5.1761
70 H -1.2162 -1.1236 3.1524
71 H -1.3784 2.5369 1.1250
72 H -2.5370 3.7003 3.1155

Calculated values
Total charge: +3
HOMO energy (spin up / spin down): -15.848 / -15.851 eV
Kohn-Sham gap (spin up / spin down): 3.49 / 3.32 eV
LUMO energy (spin up / spin down): -12.36 / -12.53 eV

Entry 5:
DFT (ωB97M-V with the def2-TZVPD basis set) results for a 5-piece molecular cluster, C22H43NO13 overall.

CARTESIAN COORDINATES (ANGSTROEM)
1 N 0.7919 -0.6740 2.1701
2 C 1.4300 0.6238 2.3656
3 C 0.4973 1.7476 2.7548
4 O -0.1261 2.2312 1.5472
5 C -1.2744 2.9091 1.5686
6 O -1.5928 3.6547 0.6994
7 O -2.0678 2.6487 2.6523
8 C -2.7428 1.3862 2.6110
9 C -4.0158 1.5087 3.4187
10 O -5.1177 1.9499 2.6134
11 C -5.6136 1.0456 1.7640
12 O -5.3712 -0.1236 1.7771
13 H 0.4463 -0.7793 1.2264
14 H 0.0320 -0.8501 2.8148
15 H 2.2270 0.5441 3.1081
16 H 1.8839 0.9166 1.4210
17 H 1.0427 2.5777 3.2081
18 H -0.2652 1.4122 3.4614
19 H -2.9703 1.1259 1.5754
20 H -2.1101 0.5932 3.0205
21 H -4.2556 0.5669 3.9108
22 H -3.8881 2.2791 4.1741
23 H -6.2792 1.5248 1.0353
24 C 5.2104 2.4690 -3.7636
25 C 5.1216 1.2189 -2.9179
26 O 4.9128 1.4912 -1.5199
27 C 3.6819 1.6076 -1.0078
28 C 2.4829 1.7350 -1.9206
29 O 3.5541 1.6182 0.1920
30 H 4.2836 3.0444 -3.7359
31 H 5.4103 2.1946 -4.7996
32 H 6.0164 3.1131 -3.4114
33 H 4.3654 0.5226 -3.2651
34 H 6.0663 0.6784 -2.9379
35 H 2.2537 2.7957 -2.0295
36 H 1.6355 1.2634 -1.4281
37 H 2.6144 1.3007 -2.9069
38 C -6.5898 5.9537 0.0988
39 C -8.0582 6.0384 -0.2598
40 O -8.5706 4.7900 -0.7431
41 C -8.9985 3.8073 0.0777
42 C -8.7803 3.9277 1.5683
43 O -9.4919 2.8281 -0.4109
44 H -6.4123 5.2601 0.9212
45 H -6.2203 6.9351 0.3976
46 H -6.0119 5.6134 -0.7601
47 H -8.6629 6.4043 0.5707
48 H -8.2079 6.7252 -1.0913
49 H -7.8485 3.4150 1.8098
50 H -9.5964 3.4159 2.0711
51 H -8.7164 4.9446 1.9434
52 C 4.1668 -2.8815 0.8466
53 C 4.3094 -1.5114 0.2252
54 O 4.4638 -1.5949 -1.2089
55 C 3.4286 -1.7336 -2.0436
56 C 2.0506 -2.0215 -1.4948
57 O 3.6298 -1.6356 -3.2309
58 H 3.2637 -3.3852 0.5008
59 H 4.1144 -2.7976 1.9328
60 H 5.0139 -3.5127 0.5839
61 H 3.4864 -0.8415 0.4793
62 H 5.2243 -1.0231 0.5535
63 H 1.9002 -3.1013 -1.5250
64 H 1.3219 -1.5549 -2.1534
65 H 1.8932 -1.6805 -0.4749
66 C 1.6946 -6.3639 -1.9938
67 C 3.1304 -6.1878 -2.4405
68 O 3.9575 -5.6370 -1.4076
69 C 4.5314 -6.3909 -0.4420
70 C 4.1376 -7.8398 -0.2868
71 O 5.3079 -5.8555 0.3005
72 H 1.6105 -7.0804 -1.1765
73 H 1.0858 -6.7209 -2.8249
74 H 1.2863 -5.4127 -1.6515
75 H 3.5580 -7.1181 -2.8162
76 H 3.1932 -5.4577 -3.2461
77 H 3.3547 -7.8958 0.4702
78 H 5.0047 -8.3820 0.0805
79 H 3.7768 -8.3127 -1.1952

Calculated values
SMILES: NCCOC(=O)OCCOC=O.CCOC(C)=O.CCOC(C)=O.CCOC(C)=O.CCOC(C)=O
HOMO energy: -9.690 eV
Kohn-Sham gap: 10.18 eV
LUMO energy: 0.49 eV

Entry 6:
DFT (ωB97M-V with the def2-TZVPD basis set) results for a 3-piece molecular cluster, C22H44BF7N2O10S2 overall.

CARTESIAN COORDINATES (ANGSTROEM)
1 O -3.5690 -4.3644 -5.8178
2 S -4.1575 -4.5387 -4.5164
3 O -4.6722 -5.8116 -4.1099
4 O -5.3587 -3.5060 -4.3571
5 C -2.9897 -3.9565 -3.3069
6 C -1.5995 -4.4754 -3.7003
7 C -0.5430 -4.2999 -2.5950
8 C 0.4053 -3.1132 -2.8502
9 B 1.2738 -3.4389 -4.1633
10 O 0.8104 -3.0155 -5.3854
11 O 2.4253 -4.1864 -4.0432
12 O -0.4573 -1.9503 -3.1263
13 S -0.8786 -1.2284 -1.7838
14 O -2.1671 -1.6265 -1.3261
15 O -0.6262 0.1721 -1.9560
16 O 0.2117 -1.8849 -0.8493
17 C 1.2288 -2.5596 -1.6355
18 C 2.1985 -1.4831 -2.1541
19 C 2.6864 -0.4523 -1.1138
20 O 2.4295 0.8721 -1.5655
21 C 1.9733 -3.5921 -0.7102
22 F 3.2908 -3.2526 -0.7067
23 F 1.9094 -4.8486 -1.1866
24 C 1.6374 -3.6483 0.8308
25 F 1.7899 -2.4130 1.3489
26 F 2.5897 -4.4508 1.3552
27 C 0.2669 -4.2284 1.3338
28 F -0.6490 -3.2902 1.4440
29 F 0.4473 -4.7668 2.5226
30 F -0.1857 -5.1771 0.5171
31 H -5.0093 -2.6031 -4.3863
32 H -3.3074 -4.2992 -2.3231
33 H -3.0088 -2.8644 -3.3572
34 H -1.3211 -3.9922 -4.6353
35 H -1.6916 -5.5439 -3.9224
36 H 0.0203 -5.2225 -2.4886
37 H -1.0501 -4.1326 -1.6429
38 H 0.5994 -3.7404 -5.9894
39 H 3.2541 -3.6996 -4.0810
40 H 3.0661 -1.9559 -2.6177
41 H 1.6982 -0.9135 -2.9424
42 H 3.7696 -0.5200 -0.9976
43 H 2.2169 -0.6126 -0.1437
44 H 1.5158 1.1012 -1.3510
45 C -2.7597 -0.3638 1.6063
46 C -2.5965 1.0015 2.2532
47 N -2.4321 2.0571 1.2700
48 C -1.9235 3.2955 1.8244
49 C -2.7787 4.0485 2.8505
50 C -3.4979 2.1725 0.2903
51 C -4.9250 2.3936 0.8074
52 H -1.9487 -0.5414 0.9028
53 H -2.7301 -1.1458 2.3673
54 H -3.7044 -0.4635 1.0716
55 H -1.6906 0.9863 2.8666
56 H -3.4333 1.1811 2.9474
57 H -1.6881 3.9673 0.9941
58 H -0.9616 3.0546 2.2899
59 H -3.6350 4.5393 2.3886
60 H -2.1780 4.8272 3.3255
61 H -3.1445 3.3890 3.6384
62 H -3.4912 1.2663 -0.3210
63 H -3.2296 2.9793 -0.3962
64 H -5.1758 1.7039 1.6147
65 H -5.6376 2.2215 -0.0017
66 H -5.0832 3.4092 1.1684
67 C 5.4711 4.2658 3.3528
68 C 4.4152 3.9687 2.2984
69 N 3.2871 3.2213 2.8223
70 C 2.4305 2.6646 1.7910
71 C 1.6822 3.6333 0.8694
72 C 2.6078 3.8225 3.9572
73 C 2.0435 5.2399 3.7931
74 H 5.7769 3.3496 3.8596
75 H 6.3501 4.7065 2.8809
76 H 5.1161 4.9726 4.1037
77 H 4.8687 3.3586 1.5127
78 H 4.1170 4.9153 1.8192
79 H 1.7044 2.0055 2.2781
80 H 3.0494 2.0119 1.1667
81 H 0.8635 4.1327 1.3836
82 H 1.2480 3.0768 0.0363
83 H 2.3397 4.3932 0.4458
84 H 3.3027 3.8294 4.8008
85 H 1.8038 3.1452 4.2569
86 H 2.7702 5.9164 3.3409
87 H 1.7844 5.6462 4.7728
88 H 1.1399 5.2588 3.1849

Calculated values
SMILES: O=S(=O)(O)CCC[C@@]1(B(O)O)OS(=O)(=O)O[C@@]1(CCO)C(F)(F)C(F)(F)C(F)(F)F.CCN(CC)CC.CCN(CC)CC
HOMO energy: -8.057 eV
Kohn-Sham gap: 8.05 eV
LUMO energy: -0.01 eV

What max |F| values result from the calculations? In sequence: 0.5; 0.5; 5.0; 4.2; 0.4; 1.7 eV/Å.